Computed, not measured: a molecular structure, C7H12N2, with ωB97M-V/def2-TZVPD.

Last column: Mulliken charge in e.
Cartesian coordinates (Å):
C 0.113 -0.872 -1.815  -0.564
C -0.761 -1.740 -0.743  -0.803
C -0.942 -0.451 1.337  -0.591
C 0.354 0.467 1.428  0.158
C 0.452 1.905 0.690  -0.613
C 0.267 0.343 -0.825  -0.082
C 0.848 -0.393 0.502  -0.505
H -0.269 -0.355 -2.720  0.366
H 1.035 -1.390 -1.981  0.348
H -0.809 -2.766 -0.893  0.462
H -1.850 -1.580 -0.817  0.266
H -1.691 -0.125 0.551  0.313
H -1.580 -0.804 2.339  0.220
H 0.601 0.533 2.539  0.324
H 1.043 2.816 1.170  0.292
H -0.446 2.406 0.577  0.336
H 1.473 2.240 -1.242  0.267
H -0.732 0.549 -0.609  0.279
H 1.900 -0.786 0.424  0.449
N -0.170 -1.460 0.674  -0.436
N 1.162 1.462 -0.583  -0.487

The calculation puts the highest occupied orbital energy at -8.22 eV. Its energy relative to the best compared isomer or geometry (same formula, charge and spin) is 122.9 kcal per mole. As for the total energy: -383.2274 hartree. Its HOMO-LUMO gap is 0.34018 Ha. For the largest force on an atom, the calculation gives 8.48 eV Å⁻¹.

=====

Computed, not measured: a single C7H12N2O molecule, with ωB97M-V/def2-TZVPD.

Last column: Mulliken charge in e.
Cartesian coordinates (Å):
C 0.985 -3.709 -0.881  -0.768
N 0.228 -2.583 -0.253  0.802
O -0.963 -2.773 -0.054  -0.635
N 0.867 -1.494 -0.258  -0.494
C 0.258 -0.221 0.114  0.442
C -1.024 0.057 0.304  -0.554
C -1.656 1.427 0.116  -0.715
C -0.664 2.673 0.369  -0.695
C 0.608 2.097 0.930  -0.763
C 1.120 0.979 0.027  -0.677
H 0.511 -3.858 -1.768  0.345
H 2.053 -3.459 -1.189  0.308
H 0.907 -4.665 -0.306  0.244
H -1.881 -0.554 0.372  0.449
H -2.019 1.447 -0.932  0.279
H -2.436 1.523 0.803  0.411
H -0.429 3.149 -0.601  0.323
H -1.164 3.425 1.063  0.298
H 0.288 1.680 1.914  0.334
H 1.317 2.828 1.062  0.399
H 2.113 0.655 0.147  0.461
H 0.983 1.375 -0.978  0.210

As for the SMILES: C/[N+]([O-])=N/C1=CCCCC1. The calculation puts the highest occupied orbital energy at -8.60 eV. Its energy relative to the best compared isomer or geometry (same formula, charge and spin) is 96.3 kcal per mole. As for the total energy: -458.5353 hartree. Its HOMO-LUMO gap is 0.33705 Ha. For the largest force on an atom, the calculation gives 3.28 eV Å⁻¹.

=====

Computed, not measured: 2 unconnected molecules or ions with the total composition C7H12N2O, with ωB97M-V/def2-TZVPD.

Last column: Mulliken charge in e.
Cartesian coordinates (Å):
C 2.248 -2.828 0.926  -1.442
C 1.151 -1.897 1.333  0.715
N 1.411 -0.465 1.555  -0.722
C 0.820 -1.266 2.641  -0.353
C -0.677 -1.349 2.372  -0.753
C -0.349 -2.051 1.019  -0.246
C -0.878 -1.477 -0.295  -0.201
C -2.342 -1.415 -0.347  0.220
N -3.480 -1.199 -0.348  -0.476
H 1.941 -3.871 1.075  0.339
H 2.506 -2.690 -0.135  0.316
H 3.152 -2.644 1.524  0.376
H 2.406 -0.358 1.754  0.247
H 1.340 -1.348 3.596  0.428
H -1.212 -2.004 3.067  0.296
H -1.189 -0.378 2.312  0.324
H -0.614 -3.115 1.078  0.494
H -0.496 -0.460 -0.463  -0.023
H -0.532 -2.081 -1.147  0.357
O 1.181 1.428 -0.528  -0.708
H 1.153 0.815 0.239  0.482
H 0.442 2.044 -0.411  0.330

As for the SMILES: C[C@]12N[C@H]1C[C@H]2CC#N.O. The calculation puts the highest occupied orbital energy at -9.69 eV. Its energy relative to the best compared isomer or geometry (same formula, charge and spin) is 44.5 kcal per mole. As for the total energy: -458.6179 hartree. Its HOMO-LUMO gap is 0.37952 Ha. For the largest force on an atom, the calculation gives 1.31 eV Å⁻¹.

=====

Computed, not measured: a single C7H12N2O2 molecule, with ωB97M-V/def2-TZVPD.

Last column: Mulliken charge in e.
Cartesian coordinates (Å):
C -0.858 0.148 0.756  -1.226
C 2.262 -0.507 -1.288  0.718
C -0.463 0.867 -0.518  2.400
C 2.627 -1.873 -0.636  -1.021
C 0.614 1.917 -0.213  -1.679
C -1.669 1.655 -1.105  -1.617
C -0.077 -0.999 2.545  -0.636
N -0.071 -0.127 -1.422  -0.144
N 0.960 -0.557 -1.814  -0.510
O 3.101 0.273 -1.638  -0.525
O 0.066 -0.629 1.191  0.007
H 2.781 -1.620 0.363  0.217
H 3.487 -2.268 -1.085  0.395
H 1.760 -2.580 -0.606  0.307
H 0.052 2.764 0.330  0.418
H 1.111 2.150 -1.154  0.427
H 1.374 1.660 0.510  0.373
H -2.503 1.096 -1.424  0.417
H -1.360 2.337 -2.005  0.308
H -1.980 2.325 -0.396  0.480
H 0.659 -0.525 3.218  0.276
H 0.217 -2.071 2.623  0.246
H -1.027 -0.569 2.920  0.369

The calculation puts the highest occupied orbital energy at -8.10 eV. Its energy relative to the best compared isomer or geometry (same formula, charge and spin) is 162.8 kcal per mole. As for the total energy: -533.7005 hartree. Its HOMO-LUMO gap is 0.30388 Ha. For the largest force on an atom, the calculation gives 4.69 eV Å⁻¹.